[1]
Entry from the OMol25 dataset: 3 unconnected molecules or ions with the total composition C3F2O4 (ωB97M-V/def2-TZVPD).

```
9
Properties=species:S:1:pos:R:3:forces:R:3:lowdin_charge:R:1
C 4.5749 0.3151 0.0998 -0.149 1.397 1.088 -0.3954
C -6.5380 -0.1293 -0.0857 -0.019 1.071 2.367 -0.4487
C 1.9804 -0.0912 0.4479 -2.042 -1.435 0.849 -0.1035
O 3.6982 0.9364 0.5499 0.717 0.792 -0.427 0.1470
O -6.5862 -0.0654 -1.2122 -0.080 -0.494 -3.524 0.2377
O 5.5104 -0.2257 -0.2493 1.182 -1.226 -0.912 0.2729
O -6.5063 -0.0250 1.0606 0.100 -0.577 1.157 0.2110
F 2.5258 -1.2149 -0.0817 -0.381 0.832 -0.343 0.0075
F 1.3406 0.4999 -0.5292 0.673 -0.360 -0.255 0.0716
```
Forces are in eV/Å.

Results
Gap between HOMO and LUMO: 10.7 eV
E_tot: -16734.249 eV
Molecular weight: 138.0 g mol⁻¹
LUMO energy: 0.5 eV
Net charge: 0
Largest force on an atom: 3.56 eV Å⁻¹



[2]
Entry from the OMol25 dataset: a molecular structure, C28H24BrN3O7PtSe2 (ωB97M-V/def2-TZVPD).

```
66
Properties=species:S:1:pos:R:3:forces:R:3:lowdin_charge:R:1
Pt -1.6677 1.7020 -0.2880 -0.095 -0.056 0.014 1.2643
Br -2.5577 0.4996 -7.5355 0.002 0.002 0.005 0.7243
C -2.1413 0.5245 -5.6878 -0.005 -0.003 -0.022 -0.6994
C -1.3890 -0.5309 -5.1339 0.003 -0.007 -0.004 -0.1019
C -1.0770 -0.5291 -3.8083 -0.002 0.004 0.020 -0.0006
C -1.4863 0.5216 -2.9380 0.079 -0.032 0.041 -0.3251
O -1.1084 0.4302 -1.7079 -0.092 -0.026 0.032 -0.2115
C -2.2649 1.5728 -3.5073 0.004 -0.007 -0.058 -0.1277
C -2.7989 2.6708 -2.7871 0.001 -0.003 -0.003 -0.0535
N -2.6765 2.8851 -1.5144 0.081 0.013 -0.012 -0.0951
C -3.2884 3.9840 -0.8619 0.006 0.005 0.006 -0.1772
C -4.0572 4.9626 -1.4354 -0.016 0.021 -0.016 0.0036
C -4.6124 5.9894 -0.6451 0.010 -0.003 0.026 -0.0576
C -4.4030 6.0387 0.7038 0.004 -0.013 -0.034 -0.0228
C -3.6135 5.0454 1.3265 -0.017 0.009 -0.024 -0.1442
C -3.3427 5.0137 2.7144 -0.002 0.022 0.040 0.0095
C -2.5666 4.0197 3.2285 0.015 -0.024 -0.016 -0.0146
C -2.0461 3.0337 2.3683 0.001 0.031 -0.029 -0.0612
N -2.2846 3.0364 1.0785 -0.035 -0.014 -0.009 -0.0554
C -3.0624 4.0279 0.5357 0.015 0.005 0.044 -0.1429
C -2.5677 1.5412 -4.8969 -0.004 0.016 0.012 -0.0950
H -1.0648 -1.3442 -5.7695 0.003 -0.003 0.004 0.1057
H -0.5099 -1.3345 -3.3619 0.002 -0.003 -0.017 0.0673
H -3.3727 3.3815 -3.3755 -0.017 -0.001 0.019 0.1226
H -4.2580 4.9699 -2.4973 0.012 -0.016 0.000 0.1085
H -5.2156 6.7463 -1.1277 -0.001 0.004 0.003 0.1108
H -4.8323 6.8282 1.3065 -0.002 0.000 0.001 0.1177
H -3.7566 5.7847 3.3522 0.000 -0.002 -0.001 0.1242
H -2.3395 3.9657 4.2830 0.004 -0.006 0.000 0.1153
H -1.4207 2.2362 2.7385 0.008 -0.032 0.010 0.1165
H -3.1542 2.3470 -5.3208 0.000 0.001 0.005 0.1073
O 4.2986 -5.9113 -1.5894 -0.002 -0.003 0.000 -0.0537
C 5.0373 -4.7242 -1.3277 0.004 -0.001 0.004 -0.2062
C 4.0770 -3.6000 -0.9356 -0.024 0.026 -0.054 -0.5981
C 4.9204 -2.3594 -0.6017 -0.001 -0.003 0.012 -0.2491
O 5.6223 -2.4817 0.6234 -0.020 -0.006 -0.005 -0.0509
C 3.1487 -3.2760 -2.1088 0.063 0.002 0.068 -0.4684
Se 1.6674 -2.1146 -1.5371 -0.030 0.065 -0.048 0.6524
C 3.2272 -4.0485 0.2486 -0.038 -0.010 0.031 -0.4713
Se 1.9829 -2.6264 0.7432 0.040 -0.088 -0.051 0.6884
H 4.9149 -6.6327 -1.7396 0.001 0.001 -0.001 0.0918
H 5.5979 -4.4159 -2.2184 -0.001 0.001 0.000 0.1301
H 5.7479 -4.8726 -0.5086 0.000 -0.001 -0.001 0.1334
H 4.2820 -1.4739 -0.6018 0.001 0.000 0.004 0.0916
H 5.6700 -2.2276 -1.3872 -0.001 -0.001 -0.005 0.1317
H 5.0725 -2.1056 1.3194 0.015 0.009 0.006 0.0787
H 2.7287 -4.1874 -2.5249 0.005 -0.007 0.009 0.0687
H 3.6887 -2.7382 -2.8901 -0.005 0.004 -0.002 0.0782
H 3.8455 -4.2447 1.1244 0.005 0.002 -0.004 0.0811
H 2.6655 -4.9433 -0.0038 0.006 -0.005 0.008 0.0744
O -2.5786 -0.1575 1.9706 0.007 -0.024 -0.017 0.0332
C -1.3607 -0.1466 1.8825 0.028 0.074 0.054 -0.6276
O -0.6557 0.5277 1.0273 -0.008 0.109 -0.027 -0.2182
C -0.5199 -0.9193 2.8671 0.002 -0.012 -0.009 -0.1329
C -1.0939 -1.9734 3.5686 0.003 -0.005 0.009 0.0021
C -0.3388 -2.7191 4.4613 -0.006 0.001 -0.002 -0.0476
C 0.9950 -2.4068 4.6752 0.014 0.004 0.001 -0.0013
C 1.5367 -1.3368 3.9857 -0.003 -0.006 0.022 -0.1795
C 0.8095 -0.5862 3.0819 -0.012 -0.012 -0.030 -0.0093
N 2.9617 -1.0170 4.1823 -0.027 0.014 0.008 -0.3543
O 3.4026 -0.0312 3.6270 0.012 -0.007 -0.005 0.0744
O 3.6172 -1.7646 4.8827 0.009 -0.007 -0.012 0.0690
H -2.1366 -2.1996 3.3903 0.000 0.001 -0.004 0.1233
H -0.7851 -3.5504 4.9899 -0.003 0.003 0.001 0.1086
H 1.6124 -2.9722 5.3570 0.000 0.001 0.000 0.1187
H 1.2752 0.2166 2.5311 0.003 -0.003 -0.003 0.1269
```
Forces are in eV/Å.

Results
Gap between HOMO and LUMO: 6.1 eV
E_tot: -252209.306 eV
Molecular weight: 947.4 g mol⁻¹
LUMO energy: -1.3 eV
Net charge: 0
Largest force on an atom: 0.11 eV Å⁻¹



[3]
Entry from the OMol25 dataset: a single C20H19N3O3S molecule (ωB97M-V/def2-TZVPD).

```
46
Properties=species:S:1:pos:R:3:forces:R:3:lowdin_charge:R:1
C -0.7759 -1.7450 -2.0089 -0.284 0.036 -0.085 -0.0499
C -2.1647 -1.2451 -1.6339 0.322 -0.417 -0.860 -0.3180
C -2.9344 -2.2253 -0.7205 -0.045 0.108 0.054 -0.0580
C -3.2855 -1.3989 0.4825 0.146 0.254 -0.139 -0.1551
C -3.9963 -1.7339 1.6122 0.051 0.140 -0.007 -0.0329
C -4.1797 -0.7702 2.5977 -0.078 -0.072 0.118 -0.0958
C -3.6522 0.4999 2.4434 0.024 0.030 0.024 -0.0801
C -2.9277 0.8471 1.3105 -0.032 -0.014 0.022 -0.0068
C -2.7547 -0.1154 0.3341 -0.531 -0.145 0.900 -0.2040
N -2.0626 -0.0021 -0.8600 0.373 0.930 -0.599 -0.1253
S -1.7716 1.4668 -1.5895 -0.020 -0.118 0.146 0.6976
O -1.3224 1.1852 -2.9210 0.156 -0.253 0.141 -0.2672
O -2.8903 2.3490 -1.4220 0.198 -0.049 0.314 -0.2685
C -0.4012 2.0979 -0.6184 -0.569 0.000 -0.248 -0.2508
C -0.5283 3.3186 0.0171 -0.118 0.036 -0.053 -0.0529
C 0.5320 3.8034 0.7678 0.027 -0.035 -0.029 -0.0452
C 1.6949 3.0633 0.8666 0.052 -0.085 -0.012 0.0016
C 1.8181 1.8290 0.2239 -0.321 0.288 -0.070 -0.1141
C 3.1222 1.1265 0.3529 0.120 0.406 0.093 -0.2641
O 4.1241 1.7366 0.6971 -0.246 -0.192 -0.060 0.0818
C 3.1739 -0.3040 0.0739 0.239 -0.668 -0.046 -0.2217
N 2.1494 -1.1122 -0.1578 -0.157 0.506 0.148 0.1095
C 2.6623 -2.3389 -0.3253 0.373 -0.200 0.004 -0.1232
C 4.0318 -2.2945 -0.1935 -0.302 -0.250 -0.056 -0.0465
N 4.3506 -1.0086 0.0633 -0.527 0.095 -0.083 -0.0656
C 5.6772 -0.5034 0.2730 0.727 0.386 0.176 -0.0146
C 0.7527 1.3488 -0.5336 0.195 -0.032 -0.013 0.0129
H -0.3091 -1.0376 -2.6892 0.133 -0.023 -0.044 0.0687
H -0.8540 -2.7086 -2.5074 0.026 -0.123 -0.068 0.0847
H -0.1601 -1.8455 -1.1181 0.045 -0.030 0.102 0.0626
H -2.7262 -1.0306 -2.5503 0.008 -0.144 0.129 0.1454
H -2.2986 -3.0674 -0.4385 0.018 -0.019 -0.073 0.1214
H -3.8248 -2.6237 -1.2088 0.051 -0.019 -0.035 0.1238
H -4.4098 -2.7249 1.7280 -0.041 -0.102 0.011 0.1121
H -4.7400 -1.0153 3.4873 -0.047 -0.004 0.081 0.0973
H -3.8059 1.2387 3.2159 -0.014 0.063 0.062 0.1025
H -2.5292 1.8403 1.1873 -0.009 0.105 0.066 0.0942
H -1.4511 3.8673 -0.0926 -0.083 0.099 0.052 0.1156
H 0.4504 4.7555 1.2697 -0.016 0.066 0.034 0.1099
H 2.5347 3.4265 1.4409 0.039 0.020 0.027 0.1195
H 2.0354 -3.1835 -0.5292 -0.068 -0.230 -0.050 0.0982
H 4.7708 -3.0667 -0.2638 0.193 -0.089 0.001 0.1182
H 5.8799 0.3208 -0.4116 0.028 -0.120 0.079 0.0996
H 6.3952 -1.3053 0.1073 -0.089 -0.007 -0.017 0.0931
H 5.7800 -0.1212 1.2897 0.038 -0.055 -0.130 0.0999
H 0.8204 0.4066 -1.0484 0.015 -0.069 -0.007 0.0903
```
Forces are in eV/Å.

Results
Gap between HOMO and LUMO: 7.7 eV
E_tot: -42496.444 eV
Molecular weight: 381.5 g mol⁻¹
LUMO energy: -0.4 eV
Net charge: 0
Largest force on an atom: 1.17 eV Å⁻¹
SMILES string: C[C@H]1Cc2ccccc2N1S(=O)(=O)c1cccc(C(=O)c2nccn2C)c1



[4]
Entry from the OMol25 dataset: a gas-phase ion, C3H9N2 (charge +1) (ωB97M-V/def2-TZVPD).

```
14
Properties=species:S:1:pos:R:3:forces:R:3:lowdin_charge:R:1
C 1.0797 1.6916 -1.1466 -0.901 1.494 0.162 -0.0536
C -0.2636 1.0387 -0.8375 -0.582 -0.702 0.198 -0.1808
N -0.3432 0.2295 0.4147 1.440 -2.090 -0.451 0.0883
C -0.2170 -1.0765 0.3159 -2.354 -0.010 -0.385 -0.1282
N -0.3424 -1.9406 1.3115 0.597 0.057 0.618 0.1716
H 1.3769 1.5594 -2.1858 -0.026 -0.353 0.124 0.0860
H 0.8849 2.7658 -1.0493 0.584 -0.050 0.116 0.0834
H 1.8814 1.4166 -0.4707 0.007 -0.175 0.022 0.0813
H -1.1775 1.6433 -0.8256 0.654 0.557 0.088 0.1358
H -0.4907 0.3183 -1.6123 0.000 -0.345 -0.135 0.1077
H -0.4294 0.5009 1.3835 0.003 1.195 -0.115 0.1724
H -0.3418 -1.5361 -0.6602 0.312 0.344 -0.219 0.1628
H -0.9140 -2.7682 1.2066 0.588 -0.185 -0.312 0.1408
H 0.0470 -1.7806 2.2250 -0.322 0.263 0.287 0.1327
```
Forces are in eV/Å.

Results
Gap between HOMO and LUMO: 11.3 eV
E_tot: -6230.240 eV
Molecular weight: 73.1 g mol⁻¹
LUMO energy: -4.2 eV
Net charge: +1
Largest force on an atom: 2.58 eV Å⁻¹
SMILES string: CC/[NH+]=C/N



[5]
Entry from the OMol25 dataset: a single C3H7NO3 molecule (ωB97M-V/def2-TZVPD).

```
14
Properties=species:S:1:pos:R:3:forces:R:3:lowdin_charge:R:1
N -1.4972 -0.7108 0.3728 1.351 -0.048 1.081 0.0761
C -0.1556 -0.3665 -0.1594 -0.670 -2.063 -2.108 -0.3089
C 0.9737 -0.7147 0.7808 -0.314 1.988 1.489 -0.2436
O 1.0048 -2.1023 1.0004 -0.065 -0.201 -0.130 -0.0448
C -0.1768 1.0144 -0.7691 1.387 0.579 1.789 -0.4854
O 0.0810 1.3284 -1.8910 -0.344 -0.207 -0.623 0.1274
O -0.3161 1.9349 0.2247 -0.229 0.006 -0.381 0.1009
H -1.3006 -1.5144 0.9671 -0.356 0.091 0.212 0.0717
H -2.0597 -1.0943 -0.3562 -0.396 -0.048 -0.689 0.0689
H 0.0955 -1.0652 -0.9758 -0.341 0.386 -0.379 0.1495
H 1.9360 -0.3327 0.4289 -0.105 -0.037 -0.324 0.1337
H 0.7430 -0.1630 1.7117 0.289 -0.290 0.068 0.1317
H 1.6932 -2.2656 1.6534 -0.124 -0.128 -0.048 0.0972
H -0.2125 2.8046 -0.1917 -0.083 -0.027 0.041 0.1256
```
Forces are in eV/Å.

Results
Gap between HOMO and LUMO: 10.5 eV
E_tot: -10856.874 eV
Molecular weight: 105.1 g mol⁻¹
LUMO energy: 0.7 eV
Net charge: 0
Largest force on an atom: 3.02 eV Å⁻¹
SMILES string: N[C@H](CO)C(=O)O



[6]
Entry from the OMol25 dataset: a molecular structure, C15H13AsN3O7PtS2 (ωB97M-V/def2-TZVPD).

```
42
Properties=species:S:1:pos:R:3:forces:R:3:lowdin_charge:R:1
Pt -0.1205 0.0523 -1.2331 -0.054 -0.341 0.153 1.0661
O -0.0074 4.2769 0.6129 -0.098 0.038 -0.056 -0.2190
As -0.3101 2.5851 0.5388 0.077 -0.010 0.187 1.0234
O 1.2928 2.0552 1.0238 -0.373 -0.051 -0.329 -0.2644
O -0.6325 2.0311 -1.0065 0.100 -0.088 0.149 -0.5689
C -1.4048 1.9112 1.9660 -0.019 0.087 -0.076 -0.2309
C -0.8522 0.8875 2.7330 0.113 -0.050 -0.060 -0.0929
C -1.5882 0.3161 3.7539 -0.023 -0.026 0.035 -0.0825
C -2.8737 0.7709 4.0194 -0.007 0.038 -0.015 -0.0715
C -3.4187 1.7915 3.2614 0.059 -0.045 0.000 -0.0540
C -2.6899 2.3650 2.2245 -0.104 -0.074 0.165 -0.2490
S -3.5121 3.6565 1.2970 0.136 -0.134 -0.195 0.4440
O -3.7089 4.7356 2.2401 -0.035 -0.019 0.010 -0.3260
O -4.7048 3.0225 0.7880 0.006 0.173 0.052 -0.3127
O -2.5175 3.9739 0.2508 0.010 -0.055 0.012 -0.4020
H -0.9074 4.6645 0.5107 0.052 0.043 0.009 0.0311
H 0.1512 0.5422 2.5207 -0.039 0.020 0.004 0.0972
H -1.1601 -0.4872 4.3393 0.006 0.001 0.008 0.0999
H -3.4524 0.3249 4.8184 -0.008 -0.005 0.004 0.1015
H -4.4205 2.1538 3.4499 -0.006 0.000 -0.001 0.1181
N 1.7973 0.5835 -1.4134 0.232 0.038 -0.256 -0.1602
C 2.6122 -0.4693 -1.7251 0.025 -0.058 0.034 -0.3128
C 3.9621 -0.4180 -2.0373 0.021 0.061 0.015 -0.0343
C 4.6961 -1.5914 -2.2693 -0.043 0.025 -0.008 -0.0982
C 4.1161 -2.8333 -2.2153 0.034 0.004 0.018 -0.0686
C 2.7335 -2.9302 -1.9483 -0.062 -0.103 0.000 -0.1664
C 2.0113 -4.1508 -1.9484 0.102 0.012 -0.029 -0.0127
C 0.6621 -4.1462 -1.7753 -0.082 0.103 0.036 -0.0346
C -0.0162 -2.9239 -1.5731 -0.002 -0.047 -0.017 -0.0887
N 0.6347 -1.7839 -1.5290 0.143 0.168 -0.006 -0.0802
C 1.9997 -1.7580 -1.7147 -0.058 -0.056 -0.001 -0.1568
H 2.0484 1.4484 -1.8756 0.046 0.040 0.105 0.0739
H 1.6234 1.4501 0.3195 0.044 0.035 0.079 -0.0052
H 4.4540 0.5465 -2.0804 0.010 -0.012 0.002 0.1060
H 5.7517 -1.5055 -2.4966 0.008 0.002 0.004 0.0986
H 4.6909 -3.7331 -2.3923 -0.002 -0.001 -0.007 0.1009
H 2.5467 -5.0793 -2.1101 0.008 0.006 -0.009 0.1144
H 0.0863 -5.0604 -1.7982 -0.022 0.009 0.010 0.1077
H -1.0930 -2.8754 -1.4743 0.033 -0.068 0.011 0.0600
O -3.2180 -2.6161 -1.8324 -0.014 0.084 -0.047 -0.6240
S -3.2478 -1.2548 -1.2506 -0.016 -0.362 0.190 0.6857
N -2.0140 -0.5284 -0.9688 -0.197 0.617 -0.179 -0.6121
```
Forces are in eV/Å.

Results
Gap between HOMO and LUMO: 7.2 eV
E_tot: -120328.154 eV
Molecular weight: 681.4 g mol⁻¹
LUMO energy: 1.9 eV
Net charge: -1
Largest force on an atom: 0.67 eV Å⁻¹